No. 1
The following is a quantum chemistry calculation of a molecular structure, C21H19AuN4S, from the OMol25 dataset.

Geometry as XYZ:
```
46
Properties=species:S:1:pos:R:3:nbo_charge:R:1
Au -0.12495 0.46667 0.03491 0.94
S -0.17655 -1.23522 1.54332 -0.15
N 0.18408 2.74884 -3.58502 -0.51
N 0.09358 1.25115 -2.00408 -0.56
N -0.48002 3.54900 0.94074 -0.52
N 2.53138 0.06080 0.74851 -0.46
C 3.60231 0.67983 0.32375 0.25
C 0.52304 1.54882 -4.16826 -0.09
C 4.86440 0.52190 0.95283 -0.27
C 3.80942 -0.96250 2.51942 -0.03
C -2.71282 -0.19419 -4.32730 -0.23
C 4.95997 -0.29643 2.03410 -0.13
C 1.40160 -1.37872 2.31544 -0.17
C 2.59973 -0.74835 1.83680 0.12
C -2.56973 -0.64134 -1.94750 -0.15
C -1.85934 -2.31006 -3.55902 -0.22
C 3.84923 -1.80359 3.66024 -0.21
C -0.06154 2.52540 -2.28141 0.20
C -0.42087 2.41313 0.74079 -0.17
C 0.45712 0.62662 -3.17701 -0.08
C -2.89184 0.21308 -3.02022 -0.14
C -2.19497 -1.45675 -4.60650 -0.22
C 3.43746 1.58325 -0.86446 -0.65
C 2.70580 -2.39324 4.10597 -0.21
C -2.04253 -1.91292 -2.24735 -0.19
C 1.48333 -2.16701 3.43558 -0.20
C -2.72211 -0.21645 -0.59942 -0.35
H 0.12660 3.64316 -4.03907 0.43
H 4.34008 2.16148 -1.06011 0.21
H -0.33121 3.28544 -1.56560 0.25
H -1.45680 -3.29344 -3.76653 0.21
H -3.28867 1.19803 -2.80536 0.20
H 2.71980 -3.03056 4.97948 0.22
H 3.19810 1.00199 -1.75652 0.23
H -1.76965 -2.57348 -1.43342 0.22
H 5.90338 -0.43982 2.54643 0.21
H 4.79344 -1.95420 4.16874 0.21
H -2.05931 -1.77550 -5.63148 0.21
H -2.97739 0.47358 -5.13759 0.21
H -2.71294 -0.94724 0.19652 0.20
H 5.72495 1.05348 0.57029 0.22
H 0.61161 -0.43600 -3.22862 0.24
H 0.75306 1.46408 -5.21404 0.23
H 0.58207 -2.62883 3.81737 0.22
H 2.61076 2.27199 -0.69007 0.24
H -3.15802 0.74820 -0.38165 0.20
```

Its frontier orbital gap (alpha / beta) is 7.298 / 6.448 eV. The HOMO energy (alpha / beta) is -0.25883 / -0.29023 Eh. The energy above the lowest of the compared OMol25 structures with the same formula, charge and spin is 0.0 kcal/mol. The value obtained for the energy is -1564.49013 hartree. The multiplicity is 3.

---

No. 2
The following is a quantum chemistry calculation of a molecular structure, C21H19BF3N9Zr at a distorted geometry, from the OMol25 dataset.

Geometry as XYZ:
```
54
Properties=species:S:1:pos:R:3:nbo_charge:R:1
Zr 0.08708 0.27243 1.01891 2.15
F -1.69874 2.65243 3.03150 -0.25
F -1.83398 1.22084 1.25079 -0.47
F -0.22335 2.72791 1.49332 -0.37
N 2.86118 0.32175 1.93436 -0.28
N 2.13695 -1.74438 0.77102 -0.29
N -0.32329 3.01749 -2.56692 -0.50
N -1.18171 -1.13658 2.42701 -0.53
N -1.29811 -0.95131 -0.17450 -0.38
N -0.24365 1.28421 -1.02356 -0.67
N -1.48538 -0.67491 -1.50788 -0.33
N 2.03536 1.24596 1.37464 -0.48
N 1.38077 -1.08205 -0.14818 -0.47
C 2.36155 -2.82973 -1.13705 -0.31
C 1.52167 -1.74453 -1.30931 0.01
C -2.59227 -3.06180 3.83045 -0.10
C -1.33209 2.81299 -4.76515 -0.25
C -0.99527 2.25970 -3.53971 0.23
C 4.02765 2.18864 1.75484 -0.31
C -1.97906 2.02112 -5.69115 -0.13
C 2.72880 -2.79175 0.20407 0.05
C -2.28437 0.68884 -5.40157 -0.18
C -1.91596 -2.05768 4.49663 -0.21
C -1.87200 -2.09949 1.77736 0.13
C -2.57628 -3.07928 2.44027 -0.18
C -1.91401 -1.95133 0.32386 0.16
C -0.99921 0.46357 -1.88247 0.44
C -1.95915 0.15186 -4.17526 -0.13
C 2.74653 2.38223 1.27366 0.02
C 0.02900 2.51209 -1.40896 0.39
C -1.21390 -1.11634 3.75836 0.10
C -0.89740 1.88268 2.40712 0.64
C 4.05453 0.86101 2.16672 0.06
C -1.30937 0.94115 -3.22252 -0.17
B 2.26928 -1.08627 2.16424 0.21
H 2.90429 -1.75885 2.91111 0.04
H -2.20367 -0.87174 -3.92756 0.25
H -2.78365 0.07895 -6.14207 0.25
H -3.13568 -3.81850 4.38188 0.26
H 2.67271 -3.54692 -1.87847 0.26
H -0.65460 -0.32946 4.24415 0.23
H 0.58822 3.15511 -0.74578 0.23
H -3.11821 -3.83059 1.88147 0.25
H -2.52318 -2.60070 -0.29518 0.24
H -2.25296 2.44000 -6.65043 0.25
H 3.37888 -3.43952 0.77219 0.25
H 4.84570 0.28815 2.62496 0.25
H 1.10862 -0.86526 2.56516 -0.07
H 1.01481 -1.41967 -2.20251 0.23
H -1.08810 3.84507 -4.98999 0.24
H -1.91691 -1.99556 5.57573 0.26
H 4.82628 2.90870 1.81724 0.27
H 2.30171 3.28551 0.89048 0.22
H -0.07608 3.97385 -2.77730 0.45
```

The charge is +2. Its frontier orbital gap is 7.442 eV. The HOMO energy is -0.53139 Eh. The energy above the lowest of the compared OMol25 structures with the same formula, charge and spin is 25.7 kcal/mol. The value obtained for the energy is -1675.57867 hartree.

---

No. 3
The following is a quantum chemistry calculation of a molecular structure, C21H19BrN10SSr at a distorted geometry, from the OMol25 dataset.

Geometry as XYZ:
```
53
Properties=species:S:1:pos:R:3:nbo_charge:R:1
Sr 0.65230 -1.74254 0.66780 1.73
Br -0.26391 -0.53680 2.98427 -0.88
S 3.36472 -1.44168 0.23650 -0.50
N -2.64162 0.06392 0.60882 -0.75
N -1.87800 -2.06329 0.10356 -0.66
N -3.47926 -3.77794 -0.16952 -0.57
N -4.19823 -1.57039 0.30767 -0.57
N 1.60748 0.54700 -0.10651 -0.38
N 0.09265 -3.93454 -0.25000 -0.54
N 3.59541 2.31704 -0.61101 -0.37
N -5.70507 -3.26243 0.00034 -0.76
N 1.28073 1.78319 -0.04699 -0.17
N 3.85407 1.00492 -0.56502 -0.28
C -0.48906 -6.59012 -0.75190 -0.15
C 3.11644 2.67508 1.75562 -0.25
C -1.17463 -4.34244 -0.33365 0.15
C 2.93039 0.18591 -0.07055 0.15
C -1.71299 1.73787 -2.26896 -0.19
C 0.14628 2.14531 -0.78443 0.05
C -2.24050 -3.32454 -0.12632 0.45
C -1.30765 3.95403 -1.43799 -0.23
C 3.65176 5.37826 1.41789 -0.20
C 3.04230 3.54054 2.83249 -0.19
C -0.61062 1.27392 -1.57560 -0.23
C 3.73640 4.51952 0.33485 -0.29
C -4.42939 -2.84995 0.04878 0.60
C -0.21695 3.49311 -0.72449 -0.14
C 1.06831 -4.82152 -0.42290 0.05
C -2.06711 3.07893 -2.20494 -0.21
C 3.31138 4.89281 2.67191 -0.24
C 0.82658 -6.16274 -0.66842 -0.23
C 3.48108 3.16078 0.50322 0.24
C -2.91530 -1.21309 0.34336 0.62
C -1.50943 -5.66663 -0.58865 -0.20
H 2.89571 1.62483 1.88672 0.23
H -3.40108 0.63884 0.92955 0.41
H 2.76454 3.14996 3.80259 0.22
H -5.89181 -4.24125 -0.11075 0.41
H -1.57538 5.00206 -1.39622 0.22
H -0.71919 -7.63025 -0.93985 0.23
H -2.29614 1.05316 -2.87221 0.21
H 4.00491 4.90107 -0.64454 0.21
H 0.37684 4.15817 -0.10911 0.23
H 3.25227 5.56231 3.51993 0.21
H 1.65234 -6.84813 -0.79594 0.23
H 3.85818 6.43255 1.28559 0.21
H 4.02854 2.75405 -1.41250 0.38
H -2.93163 3.44160 -2.74538 0.21
H -2.55093 -5.94011 -0.64727 0.25
H -0.32017 0.23409 -1.64848 0.21
H -1.70981 0.30364 0.91275 0.42
H -6.43548 -2.61875 0.24243 0.41
H 2.07971 -4.42932 -0.36655 0.22
```

Its frontier orbital gap (alpha / beta) is 6.054 / 6.053 eV. The HOMO energy (alpha / beta) is -0.25492 / -0.25488 Eh. The energy above the lowest of the compared OMol25 structures with the same formula, charge and spin is 24.1 kcal/mol. The value obtained for the energy is -4362.25623 hartree.

---

No. 4
The following is a quantum chemistry calculation of a molecular structure, C21H19BrN6O4ReS at a distorted geometry, from the OMol25 dataset.

Geometry as XYZ:
```
53
Properties=species:S:1:pos:R:3:nbo_charge:R:1
Re 0.55500 -0.08460 0.16290 1.65
Br -1.71940 -0.37180 -7.31610 0.14
S 3.86080 0.22260 0.20540 2.30
O -3.31810 -0.26310 -0.63830 -0.46
O 4.22780 1.08680 -0.86260 -0.87
O -1.11180 -0.45650 -0.50230 -0.58
O 3.68800 -1.18090 -0.04960 -0.95
N 0.57730 2.05280 0.28060 -0.56
N 2.09660 -3.89050 -0.38970 -0.26
N 7.38160 0.84280 4.86890 -0.74
N 2.68930 3.02540 0.79690 -0.41
N 2.26050 0.67700 0.64370 -0.84
N 1.09640 -2.05830 0.29640 -0.56
C 1.36850 -2.84040 -0.75220 0.27
C 1.90780 1.99890 0.58890 0.57
C -3.12360 -0.30160 -4.82250 -0.23
C -3.22150 -0.29370 -3.44570 -0.14
C 6.47070 1.75770 2.84920 -0.27
C 0.01140 3.24890 0.19210 0.15
C 2.12860 4.22660 0.67440 0.16
C 2.66480 -4.86480 -1.28000 -0.42
C 4.87450 0.46430 1.63630 -0.37
C -2.24230 -0.33490 -1.17110 0.74
C 4.91530 -0.54720 2.58580 -0.16
C 1.69140 -2.65980 1.37330 -0.03
C -1.86530 -0.33720 -5.41650 -0.03
C 0.77890 4.39270 0.38800 -0.28
C 2.30970 -3.79710 0.95220 -0.03
C -0.70470 -0.35010 -4.64470 -0.23
C 5.64460 1.61360 1.75830 -0.14
C 5.72370 -0.41030 3.68750 -0.28
C 6.54000 0.73860 3.83210 0.25
C -0.80880 -0.33740 -3.26920 -0.20
C -2.06600 -0.31990 -2.66350 -0.15
H 2.79480 5.06390 0.83170 0.24
H 3.64470 -4.51730 -1.61540 0.25
H 8.01260 1.62710 4.93760 0.41
H 0.32970 5.37000 0.33570 0.27
H -1.04540 3.28850 -0.04000 0.25
H 4.33380 -1.43900 2.41960 0.23
H 7.47370 0.09860 5.54500 0.41
H 2.02280 -4.99690 -2.14940 0.24
H 5.59760 2.35730 0.98040 0.25
H 2.88320 -4.52140 1.49660 0.26
H 1.03620 -2.65560 -1.75720 0.24
H 1.63400 -2.24870 2.36130 0.25
H 0.09300 -0.33580 -2.66160 0.19
H -4.18350 -0.27480 -2.95530 0.26
H 2.77910 -5.82230 -0.77470 0.25
H 5.75910 -1.18910 4.43250 0.23
H 7.09260 2.63470 2.94610 0.24
H -4.01090 -0.28240 -5.43350 0.26
H 0.26150 -0.36630 -5.12140 0.24
```

The charge is +2. Its frontier orbital gap (alpha / beta) is 3.629 / 4.155 eV. The HOMO energy (alpha / beta) is -0.48770 / -0.48867 Eh. The energy above the lowest of the compared OMol25 structures with the same formula, charge and spin is 19.5 kcal/mol. The value obtained for the energy is -4491.01588 hartree. The multiplicity is 2.

---

No. 5
The following is a quantum chemistry calculation of a single C21H19Cl2N5O2 molecule at a distorted geometry, from the OMol25 dataset.

Geometry as XYZ:
```
49
Properties=species:S:1:pos:R:3:nbo_charge:R:1
Cl -3.74313 -5.64510 0.31592 0.01
Cl 1.45492 -3.77094 0.80305 0.03
O 0.69600 2.86632 -1.69541 -0.64
O 0.72969 -6.40155 -0.35428 -0.59
N 0.40144 0.55295 -2.97994 -0.84
N 0.17795 4.31953 0.77648 -0.37
N -1.47698 -0.50171 -2.55203 -0.58
N -0.82987 -5.76951 1.20955 -0.63
N -1.05870 1.42594 -1.38339 -0.67
C -1.85759 3.37378 0.78596 -0.21
C -0.69237 0.54433 -2.25248 0.64
C -1.17637 -4.59179 0.55590 0.08
C 0.15520 -6.60688 0.70501 0.69
C 3.77418 4.60723 1.71030 -0.21
C -0.20626 -3.61255 0.23872 -0.01
C 1.56311 4.57021 0.68498 0.22
C -0.64191 3.37580 0.13423 0.01
C 4.33124 4.99311 0.52545 -0.22
C -2.43837 -1.01987 -1.57309 -0.25
C -2.50776 -4.41211 0.15141 -0.02
C -1.80831 4.37957 1.85935 -0.31
C 0.56380 -7.80794 1.50753 -0.71
C -0.58660 -2.46819 -0.45862 -0.18
C 2.39734 4.41381 1.81404 -0.24
C 2.13368 5.03354 -0.48684 -0.21
C -0.54439 4.88179 1.82606 -0.03
C -1.94805 -2.27122 -0.87520 -0.03
C -0.28117 2.54903 -1.03431 0.66
C -2.87405 -3.24896 -0.57287 -0.23
C 3.52449 5.20012 -0.58669 -0.20
H -0.90423 -1.17360 -3.03862 0.39
H 1.49883 5.21188 -1.35086 0.23
H 4.41511 4.46556 2.54751 0.21
H 0.96029 1.36687 -2.70105 0.43
H 3.99060 5.44639 -1.52302 0.21
H 5.41703 5.12994 0.46117 0.21
H 0.22219 -1.72727 -0.64552 0.23
H 1.17822 -7.55640 2.36361 0.24
H 1.93607 4.04340 2.75165 0.22
H -2.71964 2.72418 0.51513 0.24
H -0.32589 -8.40529 1.82909 0.22
H 0.22117 0.44880 -3.97172 0.39
H -3.92194 -3.08662 -0.85733 0.23
H 1.12918 -8.44225 0.84538 0.25
H -2.56240 4.69349 2.56476 0.23
H -2.63883 -0.28140 -0.76736 0.26
H -0.24103 5.64493 2.52495 0.22
H -1.51889 -6.21292 1.76914 0.41
H -3.36699 -1.24845 -2.11572 0.21
```

Its structure (SMILES) is CC(=O)Nc1c(Cl)cc(CN/C(N)=N/C(=O)c2cccn2-c2ccccc2)cc1Cl. Its frontier orbital gap is 9.155 eV. The HOMO energy is -0.31662 Eh. The energy above the lowest of the compared OMol25 structures with the same formula, charge and spin is 0.0 kcal/mol. The value obtained for the energy is -2156.31226 hartree.